Record 1
C5H12O | ωB97M-V with the def2-TZVPD basis set

Last column: Mulliken charge in e.
Cartesian coordinates (Å):
C (2.48999, -0.50578, 0.06950)  -1.05
C (1.53096, 0.65362, 0.53813)  -0.29
C (0.40107, 0.66980, -0.52459)  -0.58
O (-0.34101, -0.54222, -0.61840)  -0.34
C (-1.42192, -0.67324, 0.35080)  -0.19
C (-2.60030, 0.30844, 0.10405)  -0.91
H (1.93907, -1.42296, -0.32236)  0.24
H (3.00849, -0.14674, -0.83702)  0.28
H (3.20281, -0.82986, 0.79219)  0.35
H (0.98892, 0.47604, 1.51897)  0.21
H (2.00902, 1.63809, 0.56488)  0.35
H (-0.12528, 1.67214, -0.42277)  0.23
H (0.82284, 0.77935, -1.53292)  0.36
H (-0.97794, -0.57289, 1.42920)  0.20
H (-1.70506, -1.70604, 0.22897)  0.29
H (-3.33812, 0.09046, 0.88625)  0.36
H (-3.20170, 0.22459, -0.87093)  0.24
H (-2.29363, 1.41842, 0.28532)  0.25

Forces on atoms 1 to 6 (eV/Å):
-1.168 0.118 -1.019
-1.164 -1.891 -0.444
0.536 1.532 -0.566
-0.895 1.030 1.090
1.235 0.962 0.241
-0.192 1.113 0.209

structure (SMILES) = CCCOCC
orbital gap = 10.835 eV
HOMO level = -9.6989 eV


Record 2
C4H9NO | ωB97M-V with the def2-TZVPD basis set

Last column: Mulliken charge in e.
Cartesian coordinates (Å):
C (2.31772, 0.78543, 0.35206)  -1.01
C (0.91122, 0.88996, 0.91249)  -0.21
O (0.38155, -0.42610, 1.13524)  -0.32
C (-0.63771, -0.83131, 0.36313)  0.09
N (-1.16699, -0.14971, -0.55692)  -0.45
C (-2.28308, -0.76400, -1.25837)  -0.83
H (2.95857, 0.20390, 1.02191)  0.27
H (2.30483, 0.29857, -0.62808)  0.28
H (2.75675, 1.78296, 0.23585)  0.33
H (0.90981, 1.38024, 1.89070)  0.26
H (0.24788, 1.43236, 0.23724)  0.33
H (-0.94013, -1.84257, 0.66459)  0.38
H (-2.70363, -0.04456, -1.96541)  0.27
H (-3.08681, -1.06800, -0.57466)  0.31
H (-1.96998, -1.64717, -1.82977)  0.30

Forces on atoms 1 to 6 (eV/Å):
0.019 -0.017 -0.020
0.090 0.227 -0.027
-0.052 -0.066 -0.013
-0.172 0.106 -0.195
0.225 -0.248 0.362
-0.186 -0.091 -0.148

structure (SMILES) = CCO/C=N/C
orbital gap = 10.686 eV
HOMO level = -9.5374 eV


Record 3
C14H24F6O6P | ωB97M-V with the def2-TZVPD basis set

Last column: Mulliken charge in e.
Cartesian coordinates (Å):
C (-2.15078, -2.56305, 5.75081)  -0.79
P (-1.42007, -4.11155, 6.29061)  0.15
C (0.21327, -4.39774, 5.61492)  -0.44
C (1.17470, -3.36359, 6.25780)  -0.83
C (2.33632, -3.00426, 5.33894)  -0.67
O (1.95620, -2.59610, 4.01844)  -0.31
C (0.97572, -1.67450, 3.89374)  0.82
C (0.43130, -1.62459, 2.49717)  -1.07
O (0.59577, -0.99562, 4.81527)  -0.58
H (-1.65139, -2.19617, 4.85343)  0.16
H (-3.21293, -2.72148, 5.55187)  0.42
H (-2.04429, -1.81350, 6.53651)  0.39
H (-2.26186, -5.18812, 6.01322)  0.17
H (-1.27371, -4.06593, 7.67635)  0.18
H (0.19403, -4.26027, 4.52920)  0.37
H (0.52386, -5.41721, 5.85533)  0.45
H (0.63824, -2.45730, 6.55041)  0.47
H (1.60352, -3.77772, 7.17518)  0.42
H (2.95899, -3.88810, 5.17761)  0.35
H (2.96852, -2.25331, 5.82062)  0.34
H (-0.32489, -2.39857, 2.34475)  0.25
H (0.03808, -0.63016, 2.29857)  0.34
H (1.23731, -1.83044, 1.78990)  0.39
C (1.43121, 2.48140, -1.41092)  -1.13
C (0.62097, 1.65934, -2.38687)  -0.03
O (1.31683, 0.44237, -2.75040)  -0.35
C (1.24015, -0.55752, -1.89935)  0.35
O (0.65332, -0.58899, -0.85460)  -0.52
C (2.00735, -1.77774, -2.45538)  0.90
F (3.20376, -1.42950, -2.92740)  -0.25
F (1.30524, -2.33964, -3.44560)  -0.26
F (2.17981, -2.68701, -1.49557)  -0.24
H (2.41983, 2.69060, -1.81917)  0.32
H (0.92542, 3.42629, -1.21808)  0.37
H (1.55891, 1.95652, -0.46448)  0.31
H (0.48702, 2.19500, -3.32251)  0.20
H (-0.36316, 1.41024, -1.99224)  0.30
C (-1.20258, 3.49414, -8.17671)  -1.09
C (-1.88734, 4.72748, -7.63338)  -0.22
O (-2.29585, 4.53872, -6.25742)  -0.32
C (-1.35577, 4.69743, -5.34459)  0.35
O (-0.20719, 4.97933, -5.51639)  -0.52
C (-1.96176, 4.49765, -3.93867)  0.95
F (-2.72350, 3.39976, -3.88376)  -0.26
F (-2.71399, 5.54901, -3.60344)  -0.27
F (-0.98902, 4.37234, -3.03374)  -0.23
H (-1.84723, 2.62158, -8.06929)  0.30
H (-0.97698, 3.63338, -9.23322)  0.37
H (-0.26993, 3.29746, -7.64939)  0.31
H (-2.81130, 4.93157, -8.16855)  0.31
H (-1.25010, 5.60805, -7.69955)  0.32

Forces on atoms 1 to 6 (eV/Å):
-0.234 0.035 0.010
0.218 0.125 -0.120
0.386 0.292 0.253
-0.056 -0.013 0.149
0.374 -0.038 0.187
-0.393 -0.332 0.092

charge = +1
orbital gap = 9.778 eV
HOMO level = -12.7194 eV


Record 4
C2H3N3O | ωB97M-V with the def2-TZVPD basis set

Last column: Mulliken charge in e.
Cartesian coordinates (Å):
N (1.73433, -0.07129, 0.02395)  -0.38
C (0.47422, -0.52802, 0.28818)  0.55
O (0.25005, -1.48517, 0.98857)  -0.53
N (-0.53395, 0.10829, -0.52244)  -0.33
C (-1.83098, 0.34540, -0.05877)  0.18
N (-1.88351, -0.87183, -0.25572)  -0.28
H (1.90924, 0.83502, -0.37713)  0.23
H (2.44431, -0.46238, 0.62488)  0.25
H (-2.46554, 1.21360, 0.04200)  0.31

Forces on atoms 1 to 6 (eV/Å):
-0.091 0.108 0.262
-0.159 -0.238 0.194
0.210 0.354 0.155
0.180 -0.650 -0.397
-0.052 -0.447 -0.102
0.067 0.821 -0.420

structure (SMILES) = NC(=O)N1C=N1
orbital gap = 10.520 eV
HOMO level = -9.8289 eV


Record 5
C3H18NO4 | ωB97M-V with the def2-TZVPD basis set

Last column: Mulliken charge in e.
Cartesian coordinates (Å):
C (0.92694, 1.79965, 1.62390)  -1.33
C (-0.21831, 0.82900, 1.69658)  0.54
C (-1.62898, 1.41934, 1.90943)  -1.30
N (-0.31086, 0.03761, 0.39056)  -0.11
H (1.81246, 1.23656, 1.22732)  0.31
H (0.65716, 2.67827, 1.01307)  0.31
H (1.22270, 2.26023, 2.54018)  0.41
H (-0.02789, 0.13841, 2.54628)  0.27
H (-2.48466, 0.76578, 1.65262)  0.35
H (-1.74500, 2.34211, 1.31968)  0.35
H (-1.67991, 1.71135, 2.98862)  0.37
H (0.61474, -0.35789, 0.05366)  0.12
H (-0.96017, -0.74153, 0.57945)  0.35
H (-0.80724, 0.49971, -0.45703)  0.39
H (-2.45340, -3.27266, -0.05059)  0.31
H (-3.54500, -2.20749, -0.19463)  0.32
O (-2.71450, -2.38927, 0.25421)  -0.63
H (3.22168, -0.33218, -1.89310)  0.30
H (2.68670, -0.01667, -3.11626)  0.30
O (2.32333, -0.17584, -2.22096)  -0.59
H (-1.56602, 1.24575, -2.96324)  0.30
H (-0.05312, 1.10979, -3.08392)  0.29
O (-0.77622, 0.93996, -2.47349)  -0.63
H (2.72871, -2.02346, -0.77087)  0.29
H (2.33596, -2.47109, 0.54885)  0.27
O (2.10326, -1.76842, -0.07364)  -0.59

Forces on atoms 1 to 6 (eV/Å):
0.447 0.145 -1.429
-1.223 -0.231 0.226
0.384 0.881 0.790
-0.313 -0.543 -1.065
-0.594 0.831 0.183
0.298 -0.553 -0.328

charge = +1
orbital gap = 12.374 eV
HOMO level = -15.0085 eV


Record 6
C69H49ClF5N4O6SSc | ωB97M-V with the def2-TZVPD basis set

Last column: Mulliken charge in e.
Cartesian coordinates (Å):
Sc (-0.09158, 0.18305, -0.00724)  -1.17
C (3.27733, 6.76532, -3.64594)  -0.49
C (2.11883, 6.98579, -2.91151)  -0.86
C (1.52705, 5.94483, -2.20997)  -0.23
C (2.06727, 4.65595, -2.22753)  0.12
C (3.23423, 4.45452, -2.96463)  0.18
C (3.83334, 5.49356, -3.66470)  -0.98
C (1.41336, 3.55644, -1.45662)  0.39
C (2.14586, 2.97403, -0.41491)  0.68
C (3.43933, 3.46629, 0.00665)  -1.98
C (3.79161, 2.74156, 1.09244)  -2.10
C (2.70292, 1.82477, 1.34335)  0.77
C (2.62312, 1.03904, 2.50565)  1.22
C (3.85056, 0.95080, 3.34925)  -0.11
C (3.86842, 1.44921, 4.65359)  -0.49
C (5.02149, 1.40020, 5.42502)  -0.84
C (6.18585, 0.84903, 4.90714)  -0.43
C (6.18323, 0.35117, 3.61025)  -0.97
C (5.02992, 0.40357, 2.83964)  0.08
C (1.45235, 0.45149, 2.96547)  0.71
N (0.22321, 0.56825, 2.37920)  0.07
C (-0.65926, 0.05818, 3.27908)  0.51
C (-2.05064, 0.03518, 3.15784)  0.72
C (-2.84276, -0.40535, 4.34310)  -0.04
C (-3.69650, -1.50678, 4.28254)  -0.24
C (-4.48015, -1.86109, 5.37294)  -0.76
C (-4.41582, -1.13030, 6.55244)  -0.55
C (-3.54982, -0.04833, 6.63416)  -0.85
C (-2.77361, 0.30811, 5.54057)  -0.31
C (-2.75714, 0.46286, 2.03062)  0.72
C (-4.20751, 0.50654, 1.94871)  -1.76
C (-4.50896, 1.03596, 0.74672)  -1.70
C (-3.24809, 1.35352, 0.11258)  0.42
N (-2.20548, 0.97485, 0.90068)  0.75
C (-3.15011, 2.04128, -1.08558)  1.15
C (-1.95960, 2.54584, -1.62167)  0.51
C (-1.91594, 3.41002, -2.77922)  -1.73
C (-0.64092, 3.85329, -2.87400)  -1.43
C (0.08566, 3.24910, -1.77403)  0.44
N (-0.72688, 2.41693, -1.07065)  0.74
C (-4.41616, 2.33100, -1.82473)  -0.91
C (-5.16160, 3.47575, -1.55261)  0.10
C (-6.33042, 3.74488, -2.25313)  -0.78
C (-6.76987, 2.86877, -3.23804)  -0.31
C (-6.03527, 1.72202, -3.51156)  -0.95
C (-4.86740, 1.45475, -2.80793)  0.21
C (0.03850, -0.46657, 4.43889)  -1.58
C (1.34793, -0.24436, 4.23363)  -1.66
N (1.73052, 1.96671, 0.40864)  0.67
H (3.74070, 7.57484, -4.19767)  0.36
H (1.67447, 7.97409, -2.88042)  0.38
H (0.63374, 6.12239, -1.62346)  0.49
H (3.66862, 3.46304, -2.99756)  0.35
H (4.73830, 5.30699, -4.23187)  0.40
H (3.98230, 4.28601, -0.43553)  0.53
H (4.67316, 2.85566, 1.70377)  0.51
H (2.96481, 1.89299, 5.05252)  0.47
H (5.01301, 1.79825, 6.43337)  0.37
H (7.08773, 0.80983, 5.50706)  0.35
H (7.08299, -0.09152, 3.19876)  0.41
H (5.02662, 0.00240, 1.83424)  0.64
H (-3.73106, -2.08815, 3.37002)  0.64
H (-5.14396, -2.71399, 5.30167)  0.41
H (-5.03726, -1.40041, 7.39808)  0.36
H (-3.48567, 0.52684, 7.55087)  0.37
H (-2.10523, 1.15835, 5.60202)  0.44
H (-4.89587, 0.18116, 2.71207)  0.54
H (-5.48595, 1.21266, 0.32446)  0.53
H (-2.75623, 3.65880, -3.40939)  0.54
H (-0.23126, 4.52151, -3.61538)  0.66
H (-4.81401, 4.15482, -0.78265)  0.46
H (-6.90035, 4.63951, -2.02918)  0.35
H (-7.68398, 3.07581, -3.78222)  0.33
H (-6.37661, 1.03014, -4.27265)  0.39
H (-4.29487, 0.55352, -2.99777)  0.54
H (-0.42245, -0.98527, 5.26408)  0.62
H (2.17983, -0.54537, 4.84897)  0.61
C (6.90308, -2.97548, -2.75656)  -1.58
C (5.76238, -2.00039, -2.87815)  1.06
C (4.50894, -2.44296, -3.30296)  -0.74
C (3.43045, -1.58102, -3.35583)  -0.10
C (3.60028, -0.24634, -3.00816)  0.34
C (4.83519, 0.21142, -2.58553)  -0.61
C (5.91165, -0.66645, -2.52201)  -0.96
S (2.22311, 0.90948, -2.99579)  1.01
C (1.52519, 0.47466, -4.60938)  -1.37
O (1.25460, 0.38028, -2.01313)  -0.47
H (6.95711, -3.62478, -3.63210)  0.38
H (6.75389, -3.61272, -1.88138)  0.27
H (7.85699, -2.45971, -2.64392)  0.39
H (4.36784, -3.48967, -3.55171)  0.38
H (2.44700, -1.95522, -3.61773)  0.18
H (4.95193, 1.24018, -2.26067)  0.23
H (6.87277, -0.30894, -2.16924)  0.30
H (0.88231, -0.39131, -4.45786)  0.13
H (2.32885, 0.27946, -5.31802)  0.49
H (0.92054, 1.32432, -4.92606)  0.44
C (-1.98655, -0.62605, -4.14566)  -1.18
O (-1.11482, -0.23731, -3.10073)  0.63
C (-1.53663, -0.44753, -1.76338)  0.81
O (-2.64560, -0.91449, -1.61355)  -0.34
H (-2.21685, 0.24854, -4.76195)  0.31
H (-2.90918, -1.04751, -3.74528)  0.19
H (-1.49237, -1.38082, -4.76541)  0.24
C (-4.35471, -5.79039, 2.93390)  -1.26
C (-4.45709, -5.02408, 1.64306)  1.25
C (-5.58330, -5.10578, 0.83899)  -0.93
C (-5.63885, -4.39585, -0.34985)  0.30
Cl (-7.07335, -4.53564, -1.35350)  -0.30
C (-4.59614, -3.58294, -0.74551)  -1.18
C (-3.46162, -3.49024, 0.05216)  0.43
C (-3.38834, -4.21754, 1.23016)  -0.18
O (-2.33318, -4.18897, 2.08497)  -0.38
C (-0.98808, -4.03971, 1.61295)  -1.44
C (-0.35060, -2.63240, 1.60693)  0.03
O (0.75047, -2.57549, 2.15384)  -0.74
O (-0.96661, -1.71229, 0.97560)  1.53
H (-5.25102, -6.39065, 3.09908)  0.37
H (-4.21807, -5.11421, 3.77845)  0.20
H (-3.48431, -6.44965, 2.92322)  0.28
H (-6.41532, -5.73509, 1.13216)  0.33
H (-4.65232, -2.99365, -1.64963)  0.55
H (-2.66389, -2.80931, -0.21630)  0.17
H (-0.89513, -4.46266, 0.60542)  0.28
H (-0.39153, -4.62782, 2.30429)  0.30
F (3.42095, -0.82036, 0.57266)  0.26
C (2.80337, -1.86239, -0.05216)  0.01
C (1.49690, -1.73999, -0.46597)  0.07
C (1.05781, -2.85844, -1.14785)  0.07
F (-0.20597, -2.91889, -1.65518)  -0.45
C (1.81232, -3.99774, -1.38383)  0.73
F (1.31404, -5.05333, -2.07018)  -0.44
C (3.10852, -4.05825, -0.91326)  0.52
F (3.88191, -5.14255, -1.14925)  -0.48
C (3.60887, -2.97028, -0.23134)  0.19
F (4.89032, -2.99952, 0.20732)  -0.50

Forces on atoms 1 to 6 (eV/Å):
0.173 0.620 0.573
-0.034 -0.030 0.017
0.005 -0.025 -0.003
0.018 -0.003 0.033
-0.009 0.053 -0.007
0.025 -0.053 -0.062

charge = -2
orbital gap = 5.505 eV
HOMO level = -1.7798 eV


Record 7
C10H16S2 | ωB97M-V with the def2-TZVPD basis set

Last column: Mulliken charge in e.
Cartesian coordinates (Å):
C (2.68733, -1.55106, -1.04343)  -1.07
S (1.04470, -1.26187, -0.24005)  0.15
C (0.95581, 0.50343, -0.21278)  0.80
C (1.42699, 1.03731, -1.55862)  -2.20
C (0.58015, 1.30390, 0.79784)  0.29
C (0.53570, 2.75540, 0.74874)  -1.13
C (-0.05490, 0.63107, 1.98618)  -0.36
C (-0.81201, -0.47715, 2.11995)  -0.39
C (-1.34980, -1.21488, 1.06042)  -1.20
C (-2.02120, -0.91288, -0.02199)  1.16
C (-2.61811, -1.98671, -0.86632)  -1.55
S (-2.41665, 0.72442, -0.62595)  -0.16
H (3.24755, -0.69243, -1.10067)  0.41
H (2.65105, -2.20391, -1.92777)  0.25
H (2.95593, -2.19115, -0.14501)  0.37
H (2.36004, 1.54154, -1.42994)  0.43
H (0.63088, 1.73774, -1.88359)  0.45
H (1.43347, 0.26984, -2.26551)  0.58
H (0.87326, 3.07944, 1.77646)  0.35
H (-0.55694, 3.11494, 0.76342)  0.19
H (1.06637, 3.23037, -0.07565)  0.37
H (0.15217, 1.11396, 2.92263)  0.29
H (-1.08924, -0.80870, 3.08368)  0.43
H (-1.35606, -2.27778, 1.08648)  0.40
H (-2.94031, -1.56274, -1.77082)  0.51
H (-3.61283, -2.27201, -0.45717)  0.34
H (-1.89616, -2.91075, -1.11636)  0.26
H (-1.87722, 1.28064, 0.39586)  0.03

Forces on atoms 1 to 6 (eV/Å):
-1.838 -3.342 2.405
-0.304 0.229 -0.192
1.007 -0.146 -1.285
-1.859 1.638 1.507
-1.383 -3.518 0.268
-1.480 1.674 1.682

structure (SMILES) = CS\C(C)=C(C)/C=C\C=C(\C)S
orbital gap = 8.464 eV
HOMO level = -7.8262 eV


Question: Which of these has the lowest HOMO level?
Answer: C3H18NO4


Question: Which value of orbital gap does entry 1 give?
Answer: 10.835 eV


Please write out number 4 again, unchanged.
C2H3N3O | ωB97M-V with the def2-TZVPD basis set

Last column: Mulliken charge in e.
Cartesian coordinates (Å):
N (1.73433, -0.07129, 0.02395)  -0.38
C (0.47422, -0.52802, 0.28818)  0.55
O (0.25005, -1.48517, 0.98857)  -0.53
N (-0.53395, 0.10829, -0.52244)  -0.33
C (-1.83098, 0.34540, -0.05877)  0.18
N (-1.88351, -0.87183, -0.25572)  -0.28
H (1.90924, 0.83502, -0.37713)  0.23
H (2.44431, -0.46238, 0.62488)  0.25
H (-2.46554, 1.21360, 0.04200)  0.31

Forces on atoms 1 to 6 (eV/Å):
-0.091 0.108 0.262
-0.159 -0.238 0.194
0.210 0.354 0.155
0.180 -0.650 -0.397
-0.052 -0.447 -0.102
0.067 0.821 -0.420

structure (SMILES) = NC(=O)N1C=N1
orbital gap = 10.520 eV
HOMO level = -9.8289 eV


Question: The highest orbital gap belongs to which entry?
Answer: C3H18NO4